No. 1
DFT (the ωB97M-V functional and the def2-TZVPD basis) results for a structure of composition C50H99BrI2NO17P in a non-equilibrium geometry.

Geometry as XYZ:
```
171
Properties=species:S:1:pos:R:3:mulliken_charge:R:1
C 3.184 0.470 1.379 -0.460
C 3.892 0.552 -0.100 0.201
I 4.602 2.533 -0.812 -0.074
C 4.096 -0.671 -0.969 -0.365
I 5.068 -0.493 -2.935 0.050
C 3.630 -2.167 -0.493 0.725
C 4.964 -3.156 -0.699 -0.834
O 4.743 -4.466 0.000 -0.144
C 6.085 -5.084 0.150 0.007
C 6.636 -4.625 1.636 -0.072
N 7.952 -3.869 1.604 -0.637
O 2.553 -2.775 -1.284 -0.381
C 1.261 -2.097 -1.105 -0.010
P 0.117 -2.859 0.224 0.466
O -1.217 -1.697 0.387 -0.482
Br 1.051 -2.908 2.289 -0.320
H 3.419 1.384 2.085 0.335
H 2.014 0.456 1.190 0.119
H 3.441 -0.501 1.994 0.013
H 3.389 -2.218 0.653 -0.059
H 5.957 -2.625 -0.345 0.238
H 5.015 -3.388 -1.844 0.304
H 6.853 -4.720 -0.684 0.414
H 6.053 -6.265 0.124 -0.212
H 5.790 -4.002 2.174 0.074
H 6.796 -5.596 2.310 0.064
H 7.871 -3.061 2.269 0.260
H 8.136 -3.479 0.654 0.279
H 1.323 -0.943 -0.919 -0.084
H 0.683 -2.223 -2.142 0.332
H -1.479 -1.705 1.375 0.260
C -1.150 3.322 -2.279 -0.148
C 0.336 3.134 -2.129 0.695
O 0.813 2.574 -1.143 -0.458
C 1.217 3.660 -3.231 -0.907
H -1.659 2.894 -1.409 0.183
H -1.386 4.388 -2.334 -0.377
H -1.500 2.808 -3.178 0.409
H 1.086 4.740 -3.328 0.256
H 0.972 3.160 -4.171 0.383
H 2.265 3.454 -2.987 0.055
C -5.292 -4.730 -0.207 -0.918
C -5.371 -3.311 -0.702 0.980
O -6.454 -2.769 -0.917 -0.616
C -4.074 -2.581 -0.925 -0.484
H -6.305 -5.131 -0.091 0.311
H -4.752 -5.347 -0.930 0.011
H -4.792 -4.757 0.765 0.314
H -3.480 -3.101 -1.680 0.249
H -3.520 -2.512 0.014 0.198
H -4.285 -1.567 -1.283 -0.048
C 3.435 -1.027 6.133 -1.085
C 4.532 -0.523 5.234 0.841
O 4.288 0.214 4.280 -0.556
C 5.940 -0.956 5.548 -1.097
H 2.473 -0.634 5.787 0.267
H 3.399 -2.119 6.100 0.309
H 3.606 -0.683 7.156 0.360
H 6.015 -2.045 5.488 0.321
H 6.222 -0.609 6.545 0.351
H 6.626 -0.516 4.816 0.268
C 4.605 -8.735 -2.920 -1.256
C 4.463 -8.360 -1.469 0.936
O 5.450 -8.148 -0.765 -0.574
C 3.069 -8.254 -0.913 -0.939
H 5.668 -8.774 -3.183 0.316
H 4.166 -9.721 -3.094 0.352
H 4.117 -7.985 -3.548 0.331
H 2.561 -9.218 -0.997 0.375
H 2.512 -7.483 -1.451 0.357
H 3.120 -7.976 0.145 0.024
C -2.624 -8.327 -2.397 -1.188
C -3.023 -6.996 -2.976 0.904
O -2.745 -5.942 -2.406 -0.544
C -3.776 -7.004 -4.279 -0.998
H -2.087 -8.167 -1.456 0.296
H -3.515 -8.926 -2.195 0.327
H -1.962 -8.851 -3.092 0.357
H -4.718 -7.544 -4.161 0.276
H -3.166 -7.469 -5.058 0.412
H -3.998 -5.973 -4.577 0.194
C -4.285 7.483 -0.860 -1.352
C -2.833 7.160 -1.090 0.760
O -2.478 6.451 -2.030 -0.514
C -1.833 7.739 -0.126 -0.756
H -4.892 6.998 -1.633 0.311
H -4.599 7.108 0.117 0.317
H -4.440 8.563 -0.921 0.425
H -2.037 7.376 0.884 0.253
H -1.878 8.831 -0.154 0.415
H -0.825 7.423 -0.415 0.152
C 1.612 8.691 0.921 -0.544
C 1.532 10.111 0.425 0.897
O 0.449 10.652 0.211 -0.592
C 2.830 10.841 0.202 -1.146
H 0.599 8.290 1.036 -0.170
H 2.152 8.075 0.198 0.344
H 2.111 8.664 1.892 0.367
H 3.424 10.320 -0.553 0.383
H 3.384 10.910 1.141 0.285
H 2.619 11.854 -0.156 0.275
C -5.373 3.578 -1.057 -0.963
C -5.047 2.120 -1.241 0.762
O -3.882 1.726 -1.286 -0.441
C -6.201 1.162 -1.370 -0.811
H -4.442 4.150 -0.979 0.066
H -5.938 3.944 -1.918 0.362
H -5.947 3.716 -0.138 0.384
H -6.803 1.420 -2.244 0.335
H -6.812 1.193 -0.464 0.328
H -5.815 0.144 -1.497 -0.026
C -0.084 4.323 1.865 -0.867
C -0.913 5.153 2.808 0.795
O -1.263 6.295 2.514 -0.578
C -1.297 4.533 4.125 -1.253
H 0.118 4.899 0.956 0.130
H 0.869 4.067 2.335 0.405
H -0.629 3.416 1.592 0.322
H -0.398 4.286 4.696 0.346
H -1.896 3.635 3.952 0.333
H -1.894 5.247 4.702 0.303
C -6.513 -3.256 -6.633 -1.115
C -6.584 -4.107 -5.393 0.807
O -5.890 -5.115 -5.270 -0.543
C -7.536 -3.677 -4.310 -0.979
H -5.785 -3.687 -7.328 0.297
H -7.490 -3.231 -7.122 0.332
H -6.192 -2.245 -6.371 0.320
H -8.559 -3.670 -4.695 0.381
H -7.260 -2.685 -3.945 0.267
H -7.481 -4.385 -3.476 0.205
C -0.154 6.618 -7.527 -1.203
C -0.224 5.767 -6.288 0.742
O 0.470 4.759 -6.165 -0.520
C -1.177 6.197 -5.204 -0.480
H 0.575 6.188 -8.222 0.319
H -1.131 6.644 -8.016 0.321
H 0.168 7.630 -7.266 0.311
H -2.199 6.204 -5.590 0.406
H -0.901 7.190 -4.839 0.316
H -1.121 5.489 -4.370 -0.219
C 4.851 -8.723 2.336 -0.434
C 4.907 -8.351 3.793 0.726
O 5.589 -7.405 4.185 -0.551
C 4.096 -9.180 4.753 -1.180
H 5.485 -8.038 1.762 0.031
H 5.222 -9.742 2.198 0.358
H 3.825 -8.639 1.970 0.136
H 4.433 -10.219 4.723 0.312
H 3.036 -9.116 4.495 0.305
H 4.233 -8.796 5.769 0.327
C -6.615 -6.701 3.726 -1.104
C -5.163 -7.024 3.496 0.883
O -4.808 -7.734 2.556 -0.564
C -4.162 -6.445 4.460 -1.112
H -7.222 -7.186 2.953 0.276
H -6.929 -7.076 4.703 0.378
H -6.770 -5.621 3.665 0.302
H -4.367 -6.809 5.470 0.358
H -4.208 -5.354 4.432 0.304
H -3.155 -6.762 4.171 0.287
C 1.178 12.807 4.129 -0.992
C 2.630 12.484 3.899 0.726
O 2.985 11.775 2.959 -0.531
C 3.631 13.063 4.863 -1.097
H 0.572 12.322 3.356 0.229
H 0.864 12.432 5.106 0.326
H 1.023 13.887 4.068 0.324
H 3.426 12.700 5.873 0.322
H 3.585 14.155 4.835 0.326
H 4.638 12.747 4.574 0.291
```

As for the total energy: -6808.90559 a.u. Its HOMO-LUMO gap is 8.391 eV.

---

No. 2
DFT (the ωB97M-V functional and the def2-TZVPD basis) results for a structure of composition C51H105F7N12O11S5 in a non-equilibrium geometry.

Geometry as XYZ:
```
191
Properties=species:S:1:pos:R:3:mulliken_charge:R:1
C -0.940 -0.446 -0.307 -0.604
F -1.022 -0.171 -1.644 -0.358
F -0.743 0.747 0.311 -0.275
F -2.073 -1.060 0.133 -1.373
S 0.660 -1.456 0.168 1.520
O 0.497 -1.807 1.595 -0.086
O 0.851 -2.621 -0.711 -0.732
O 1.808 -0.515 -0.006 -0.374
C 2.937 -0.050 -4.771 -1.675
C 2.433 -1.474 -4.426 -1.054
N 3.066 -1.937 -3.171 0.202
C 4.424 -2.248 -3.148 -0.629
C 4.571 -2.873 -1.931 -0.580
N 3.383 -2.791 -1.207 0.512
C 2.488 -2.203 -1.988 -0.335
C 3.275 -3.243 0.106 -0.716
H 2.460 0.558 -4.002 -0.296
H 2.643 0.315 -5.755 0.629
H 4.024 -0.070 -4.699 0.496
H 2.717 -2.199 -5.189 0.470
H 1.354 -1.555 -4.298 0.311
H 5.105 -2.031 -3.957 0.562
H 5.430 -3.216 -1.374 0.409
H 1.441 -2.042 -1.775 0.468
H 2.516 -4.024 0.159 0.850
H 3.123 -2.558 0.939 -1.024
H 4.226 -3.739 0.302 0.520
C -1.316 -0.675 2.432 -0.508
C -2.048 -0.543 3.815 -2.556
N -1.217 -0.052 4.765 1.043
C -0.824 -0.845 5.851 -0.242
C -0.082 -0.019 6.647 -1.167
N 0.037 1.226 6.001 0.527
C -0.723 1.235 4.916 -1.287
C 0.936 2.368 6.452 -0.929
H -1.914 -0.882 1.544 0.387
H -0.528 -1.425 2.489 0.417
H -0.639 0.137 2.163 0.340
H -2.522 -1.464 4.155 0.236
H -2.758 0.270 3.667 1.176
H -1.256 -1.830 5.956 0.722
H 0.388 -0.226 7.597 0.496
H -0.912 2.045 4.227 1.036
H 0.292 3.007 7.056 0.408
H 1.313 2.942 5.605 0.423
H 1.875 2.054 6.908 0.367
C 4.573 -0.368 -0.790 -1.797
C 3.242 0.230 -1.212 -0.375
N 3.485 1.602 -1.653 1.166
C 4.224 2.546 -1.019 -0.228
C 4.191 3.738 -1.690 -1.231
N 3.179 3.573 -2.641 0.264
C 2.781 2.254 -2.647 0.325
C 2.742 4.635 -3.501 -0.815
H 5.126 -0.379 -1.729 0.688
H 4.575 -1.329 -0.275 -0.029
H 5.266 0.229 -0.197 0.291
H 2.614 0.167 -0.324 1.158
H 2.925 -0.456 -1.997 -0.284
H 4.706 2.237 -0.103 0.679
H 4.685 4.680 -1.504 0.483
H 2.096 1.896 -3.402 0.869
H 1.960 5.222 -3.019 0.536
H 2.369 4.235 -4.443 0.333
H 3.553 5.310 -3.777 0.478
C -6.267 1.571 -2.672 -2.071
C -5.262 0.504 -2.162 1.337
C -4.296 -0.030 -3.247 -0.436
N -3.542 -1.283 -2.764 0.195
C -2.775 -0.944 -1.468 -0.992
C -2.600 -1.713 -3.850 -0.073
C -2.430 -3.239 -3.565 -0.512
C -3.525 -3.677 -2.592 -0.528
C -4.530 -2.464 -2.689 -0.397
H -5.884 2.364 -3.314 0.384
H -6.715 2.046 -1.799 0.435
H -7.057 1.097 -3.256 0.471
H -5.795 -0.318 -1.684 0.696
H -4.704 0.986 -1.359 -1.195
H -3.520 0.675 -3.546 -0.045
H -4.933 -0.369 -4.064 1.049
H -3.588 -0.824 -0.753 0.883
H -2.118 -0.095 -1.655 1.077
H -2.243 -1.807 -1.067 -0.578
H -1.695 -1.109 -3.781 -0.388
H -3.149 -1.467 -4.759 0.667
H -1.422 -3.359 -3.168 -0.078
H -2.570 -3.924 -4.401 0.590
H -3.143 -4.010 -1.627 -0.044
H -4.039 -4.555 -2.983 0.629
H -5.050 -2.200 -1.768 0.360
H -5.264 -2.399 -3.493 0.468
C -3.621 2.746 -4.568 -1.634
C -3.054 2.960 -3.155 -0.011
C -1.701 3.707 -3.071 0.051
N -1.152 3.739 -1.559 1.470
C -2.058 4.522 -0.564 -1.439
C 0.326 4.324 -1.518 -0.446
C 1.220 3.400 -0.608 0.177
C 0.360 2.203 -0.232 -0.543
C -0.909 2.281 -1.061 -1.043
H -3.939 3.665 -5.061 0.343
H -4.434 2.019 -4.555 0.492
H -2.830 2.244 -5.125 0.366
H -2.806 1.949 -2.833 -0.804
H -3.826 3.235 -2.436 0.515
H -1.832 4.726 -3.434 0.877
H -0.883 3.172 -3.554 -0.366
H -2.068 5.558 -0.902 0.357
H -1.609 4.471 0.427 0.452
H -3.085 4.155 -0.578 0.465
H 0.259 5.350 -1.155 0.465
H 0.681 4.265 -2.547 -0.345
H 1.611 3.954 0.246 0.882
H 2.098 3.105 -1.182 -0.535
H 0.041 2.135 0.808 -0.319
H 0.886 1.276 -0.459 0.878
H -1.719 1.782 -0.529 -0.526
H -0.743 1.674 -1.951 -0.443
C 3.968 -2.643 3.084 -1.270
C 3.181 -1.440 2.600 1.580
C 3.565 -0.197 3.191 -1.424
N 2.702 1.036 2.907 0.348
C 1.246 0.671 3.266 -1.866
C 2.696 1.460 1.413 -0.110
C 2.298 2.906 1.389 -0.875
C 2.634 3.405 2.806 -1.053
C 3.135 2.244 3.689 -0.528
H 3.758 -3.496 2.438 0.273
H 3.708 -2.816 4.128 0.421
H 5.047 -2.522 2.993 0.368
H 2.159 -1.794 2.736 -0.012
H 3.234 -1.354 1.514 -0.527
H 4.545 0.140 2.851 0.725
H 3.623 -0.284 4.276 0.381
H 0.791 0.059 2.488 0.012
H 0.670 1.590 3.382 0.479
H 1.199 0.096 4.191 0.944
H 2.025 0.816 0.844 0.104
H 3.694 1.267 1.019 0.419
H 1.215 2.911 1.266 -0.052
H 2.831 3.456 0.614 1.463
H 1.783 3.798 3.363 0.323
H 3.513 4.046 2.752 0.430
H 2.708 2.246 4.692 -0.026
H 4.219 2.145 3.741 0.602
C -3.611 -2.469 1.744 -1.378
C -2.175 -3.001 1.386 0.815
C -1.691 -4.243 2.186 -1.247
N -0.182 -4.232 2.426 0.471
C 0.525 -4.222 1.052 -1.298
C 0.123 -5.527 3.258 -0.562
C 1.260 -5.005 4.195 -0.691
C 0.770 -3.648 4.606 -0.729
C 0.307 -3.069 3.350 0.827
H -3.810 -2.288 2.801 0.579
H -4.346 -3.207 1.423 0.469
H -3.911 -1.552 1.238 -0.353
H -1.536 -2.152 1.628 0.660
H -2.120 -3.235 0.323 -0.041
H -1.902 -5.229 1.772 0.415
H -2.129 -4.301 3.182 0.560
H 1.587 -4.346 1.265 0.789
H 0.393 -3.407 0.340 -0.226
H 0.205 -5.186 0.656 0.395
H 0.433 -6.337 2.597 0.365
H -0.712 -5.907 3.846 0.508
H 2.147 -4.923 3.567 0.122
H 1.426 -5.656 5.054 0.632
H 1.519 -3.083 5.160 0.270
H 0.001 -3.594 5.376 0.457
H 0.993 -2.379 2.861 0.088
H -0.486 -2.367 3.609 -0.704
N 0.632 2.109 -3.524 0.767
S 0.410 2.453 -4.941 0.599
O -0.948 2.297 -5.495 -0.661
O 1.610 2.296 -5.819 -0.782
F 0.456 4.048 -4.669 -0.280
S -0.085 0.554 -3.655 0.216
O 0.410 -0.402 -4.646 -0.849
O -1.483 0.369 -3.239 0.306
F 0.713 0.045 -2.379 1.170
N -4.885 1.874 1.490 -0.928
S -3.442 2.396 1.703 1.145
O -2.692 2.813 0.554 -0.312
O -2.711 1.832 2.866 -0.753
F -3.992 3.820 2.254 -0.458
S -4.225 0.272 1.149 1.998
O -4.175 -0.655 2.272 -0.530
O -3.309 0.098 0.027 -0.038
F -5.654 -0.114 0.482 -0.406
```

As for the total energy: -6177.52677 a.u. Its charge is +4. Its HOMO-LUMO gap is 8.804 eV.